[1]
Density functional theory data (the ωB97M-V functional and the def2-TZVPD basis) for C30H48AsKN5O9P as an isolated structure in a non-equilibrium geometry.

Calculated values
**Gap between HOMO and LUMO**: 5.396 eV
**ΔE to the lowest compared entry with this formula, charge and spin**: 1.466 eV
**Max |F|**: 3.6 eV Å⁻¹
**Highest occupied orbital energy**: -0.04854 Eh

```
! wB97M-V def2-TZVPD RIJCOSX def2/J DEFGRID3
* xyz -2 1
C -2.132 -0.632 -4.373
N -3.354 -1.308 -1.290
C -2.694 3.504 -4.603
C 2.290 -3.276 0.091
C 1.774 -2.588 4.083
H 1.244 -3.297 3.441
C 1.922 -1.305 3.353
H 1.216 -2.490 4.992
H -5.532 -2.864 0.556
O -1.172 1.382 3.901
H 6.166 -0.286 6.154
C 3.121 -2.790 -1.999
H -1.869 -0.367 4.928
P 4.344 -0.951 3.363
H -3.316 4.618 -1.568
H -4.913 2.608 -0.721
C 5.132 1.567 6.125
C -2.029 0.186 3.984
H 3.373 2.732 0.730
H 2.515 0.763 1.724
H -5.816 -2.139 -1.062
C -0.510 1.451 2.670
C -3.792 -2.098 -0.372
N -1.950 -1.389 0.867
H 2.383 -1.438 2.362
H -2.445 3.827 -0.187
H -1.149 4.708 -2.749
H 4.401 1.546 0.093
N 1.786 -1.570 -3.558
O 3.811 -2.564 -4.159
O 5.341 -0.066 4.363
N 2.100 -2.970 -1.158
H -5.020 -3.773 -0.811
C 3.487 1.095 1.998
H -3.624 0.147 -5.738
C -2.420 4.132 -1.225
C 4.438 -2.918 -1.629
H 5.683 -3.449 0.099
H 1.531 -3.294 0.819
H -2.674 1.008 0.606
O 2.454 -0.253 -5.379
H -0.717 0.587 2.036
O -4.354 -0.835 -2.143
H -4.192 0.901 1.271
H -2.006 -0.457 3.118
H 0.966 -0.814 3.213
H 4.337 -0.433 6.102
O 0.222 2.363 2.509
H -1.900 0.954 -7.337
H -3.201 -4.390 0.820
O 4.308 -0.093 2.018
H -4.099 1.878 -4.111
H 5.934 2.104 5.706
O 2.942 -0.416 4.010
H 0.565 0.591 -6.866
H -1.740 2.978 -4.716
H -4.415 3.474 -3.367
H -2.336 4.537 -4.351
K -0.448 -1.368 -1.546
C -2.837 -3.600 1.470
H -0.249 4.363 -1.232
H 2.801 -2.903 4.315
H 3.310 1.590 2.957
H -1.294 5.980 -1.484
C 4.683 -3.232 -0.312
H -3.120 3.671 -5.576
C 4.167 2.072 1.024
C -2.816 -2.322 0.698
H -1.796 -3.657 1.883
H -4.574 0.817 -1.269
As -2.679 2.285 -1.994
H 4.262 2.071 5.698
H -3.387 -3.576 2.441
C -2.524 -0.038 -5.560
H -2.905 -0.939 -3.593
C 5.237 0.102 5.764
H -3.043 0.527 4.081
H 5.205 -2.545 -2.301
C -5.087 -2.704 -0.459
H 3.700 -3.742 1.646
H 5.189 1.815 7.133
O -0.897 -1.535 1.698
C -4.177 1.757 -0.830
H -3.258 2.526 1.127
C -1.182 4.842 -1.627
H 5.001 2.558 1.525
N -0.850 -0.883 -4.120
C -3.577 1.572 0.649
C -0.206 0.184 -6.196
C 1.576 -0.761 -4.631
C -3.624 2.816 -3.685
C -1.563 0.380 -6.468
C 2.873 -2.269 -3.443
C 0.078 -0.468 -5.001
C 3.597 -3.514 0.585
*
```

[2]
Density functional theory data (the ωB97M-V functional and the def2-TZVPD basis) for C30H48BrN4OP2Rb as an isolated structure in a non-equilibrium geometry.

Calculated values
**Gap between HOMO and LUMO**: 5.661 eV
**ΔE to the lowest compared entry with this formula, charge and spin**: 0.135 eV
**Max |F|**: 4.5 eV Å⁻¹
**Highest occupied orbital energy**: -0.22704 Eh

```
! wB97M-V def2-TZVPD RIJCOSX def2/J DEFGRID3
* xyz 0 1
C 4.263 0.999 -0.045
H -1.876 -2.904 -0.571
H 8.137 -0.470 -0.568
N 4.596 -0.094 0.877
C -2.369 4.740 -1.860
C -1.738 -2.455 0.420
H 2.356 4.350 -3.881
H 4.038 1.901 0.527
N 6.906 0.680 0.747
H -2.821 -2.147 0.610
H -1.906 -1.988 6.623
H -2.131 5.175 -7.859
H -1.777 -5.619 1.820
H 5.388 1.346 2.106
H -2.271 -5.190 0.205
H -4.911 -2.221 6.527
N 6.096 -1.010 -0.882
H 0.270 -4.675 0.436
C -3.736 -4.087 6.015
C -1.415 -3.605 1.450
H -3.891 -4.970 8.024
H -4.597 -5.190 4.434
H -3.745 1.685 -7.070
O 0.222 -1.580 2.711
H -3.371 6.010 -6.802
H -2.442 5.630 -1.222
C 6.560 1.752 -0.260
C -2.691 2.081 -6.835
H 2.094 3.098 -5.985
H 0.020 3.329 -7.282
H 4.027 -1.400 -0.645
C -3.079 5.094 -7.287
H -3.018 3.921 -1.676
C -1.080 3.842 -5.521
H -1.360 4.309 -1.810
H -3.203 -3.418 8.074
C -0.663 -2.205 3.394
H -1.602 7.262 -3.856
C -0.977 4.611 -4.310
H 4.889 -0.155 -2.377
C 7.210 -0.578 0.051
C -1.625 -3.155 2.906
C 1.381 4.173 -4.301
C -2.232 -4.824 1.221
H 7.359 1.859 -0.959
H -5.028 -5.580 6.131
H -3.061 -4.719 3.438
H -3.282 -4.672 1.494
C -0.828 -1.809 4.808
H -3.840 4.820 -7.991
H -1.064 -1.646 0.615
H 6.593 0.447 -2.385
C 0.098 -3.974 1.245
H 0.434 -4.498 2.213
C -1.807 -2.365 5.598
H -2.190 2.146 -7.856
C -4.973 -3.129 5.996
H 5.054 -2.206 0.456
Rb 2.520 -0.396 2.867
H -3.255 7.274 -3.140
C 1.270 3.556 -5.517
C 0.061 3.600 -6.260
H 3.323 0.822 -0.639
H 6.446 2.708 0.295
N 5.339 1.325 -0.971
H -2.175 -4.658 7.422
H 0.699 -3.058 1.090
H 6.139 -0.137 2.467
H 0.301 5.420 -2.835
H -3.082 7.160 -4.950
Br 0.148 -0.411 5.622
C -2.436 -3.837 3.813
C 5.715 0.157 -1.738
H -2.082 1.361 -6.189
C -2.698 6.981 -3.987
P -2.645 5.069 -3.764
C -3.239 -4.297 7.424
C 4.917 -1.298 -0.031
H -3.406 -6.171 5.487
C -4.208 -5.408 5.432
C -2.582 -3.467 5.173
C 5.761 0.436 1.611
H -5.889 -3.589 6.397
P -2.805 3.762 -6.035
H -5.193 -2.892 4.915
H 7.414 -1.455 0.665
C 0.250 4.723 -3.700
*
```

[3]
Density functional theory data (the ωB97M-V functional and the def2-TZVPD basis) for C30H48Cl2InN3O7Si as an isolated structure in a non-equilibrium geometry.

Calculated values
**Gap between HOMO and LUMO**: 8.682 eV
**Max |F|**: 2.1 eV Å⁻¹
**Highest occupied orbital energy**: -0.30781 Eh

```
! wB97M-V def2-TZVPD RIJCOSX def2/J DEFGRID3
* xyz 0 1
H -0.594 -5.362 2.797
C -0.545 1.758 -3.076
H 3.625 -0.322 5.421
H -2.716 2.367 -0.728
C 2.377 -2.395 -5.915
H -3.257 3.981 -0.183
C 2.985 0.473 5.789
H 2.404 2.453 8.513
O 0.016 2.349 4.697
H -0.246 2.262 -8.422
O 0.902 -0.675 -3.191
H -0.112 -3.589 -0.266
H -0.215 -1.323 -6.008
H 2.802 -3.768 -3.646
C -0.835 4.765 -0.451
N -1.202 -3.770 1.530
H -1.655 5.489 -0.489
H 2.086 -1.752 -6.747
O -0.623 1.586 1.150
H -1.209 0.028 -7.858
C 3.023 -2.696 -3.545
H 0.259 2.219 -2.487
C -0.363 0.424 -7.299
H -1.677 -1.933 -4.077
C -1.888 -0.870 -3.913
O -0.568 -1.590 1.562
H -0.784 -1.052 5.643
C -1.527 -0.346 -1.126
O 0.494 0.423 3.173
C 0.177 -0.328 -6.243
H -2.259 -4.786 3.047
H -1.853 -5.737 1.584
H -3.483 1.163 4.519
H 0.595 3.256 1.083
C -0.898 -2.630 2.165
Si -0.621 -0.093 -2.747
C 1.712 0.321 3.624
H -2.320 -0.035 8.020
C 1.229 0.194 -5.486
N -1.283 3.585 0.282
H -1.417 0.490 -0.429
H -2.885 -0.784 -3.458
H -1.880 1.656 7.645
H -1.858 -3.253 -0.418
In 1.050 0.027 1.007
Cl 1.312 -1.729 -0.758
H 2.473 -4.532 -5.656
H -0.035 1.689 3.920
C 1.087 1.949 5.414
H 2.650 -2.349 -2.571
H -0.347 1.957 -4.139
N -2.152 0.456 5.964
H 2.529 -3.962 -7.332
C -1.492 -4.981 2.285
H -0.669 0.340 7.435
C 1.304 2.135 -6.921
H -3.367 2.120 6.035
C 2.862 -3.745 -6.313
O -2.338 -1.112 4.295
C 1.816 1.412 -5.847
H -2.595 -0.419 -1.368
H 1.785 3.074 -7.198
H -1.504 2.235 -2.823
C 3.146 1.024 7.062
H 2.681 1.749 -5.272
H -4.262 0.582 6.020
H -3.021 2.664 1.011
C 0.194 1.665 -7.622
C -1.729 0.611 7.346
H -1.247 -1.258 -0.599
C -1.112 -3.885 0.079
H -0.527 4.519 -1.482
H 3.958 -3.817 -6.312
H 0.595 3.303 7.008
H -1.312 -4.933 -0.163
C -1.736 -0.632 5.255
H 0.027 5.191 0.075
Cl 2.380 1.628 -0.182
C -0.384 2.798 0.870
C 2.378 -1.928 -4.653
H 2.661 0.009 -3.878
C -2.650 3.112 0.081
H -1.927 -0.365 -4.886
H 3.947 0.665 7.710
C 1.276 2.514 6.688
C 1.807 -0.553 -4.288
H 4.121 -2.574 -3.566
C 2.283 2.033 7.511
C 1.957 0.916 4.959
H -0.988 -2.670 3.265
C -3.393 1.113 5.605
O 2.595 -0.201 2.893
*
```

- The highest max |F| belongs to which entry?
  C30H48BrN4OP2Rb